Below is C34H34N3O3RuS2Si2 as an isolated structure, with properties calculated with the ωB97M-V functional and the def2-TZVPD basis.

The geometry in XYZ format:
```
79
Properties=species:S:1:pos:R:3:forces:R:3
Ru 0.8555 0.7395 -0.8171 0.0 -0.2 0.1
C 0.2676 -2.2930 -4.0947 0.0 0.0 0.0
C 0.0471 -1.1158 -3.1771 0.1 0.3 0.0
N 0.7866 -0.9620 -2.1236 -0.1 0.1 -0.1
N 1.7394 -1.9700 -1.9309 -0.2 0.0 0.1
C 2.6241 -1.6961 -1.0462 0.2 -0.1 0.1
S 2.7971 -0.2356 -0.1024 0.0 -0.2 0.1
S 3.8799 -2.9068 -0.7152 -0.1 0.0 0.1
C 3.2399 -4.3876 -1.5511 0.0 0.0 -0.1
C 2.2788 -5.1882 -0.7154 0.0 0.0 0.0
C 2.7587 -6.1688 0.1479 0.0 0.0 0.0
C 1.8948 -6.9020 0.9462 0.0 0.0 0.0
C 0.5297 -6.6610 0.8940 0.0 0.0 0.0
C 0.0407 -5.6863 0.0359 0.0 0.0 0.0
C 0.9063 -4.9575 -0.7657 0.1 0.0 0.0
C -1.0204 -0.1610 -3.5221 0.1 -0.1 0.1
C -2.0278 -0.6219 -4.3926 -0.1 0.0 0.0
C -3.1008 0.1381 -4.7957 0.0 0.0 0.1
C -3.1905 1.4571 -4.3325 -0.1 0.0 -0.1
C -2.2433 1.9485 -3.4778 0.1 0.0 0.0
C -1.1464 1.1679 -3.0014 -0.1 0.0 -0.1
O -0.3660 1.7435 -2.1539 -0.1 0.0 0.1
H 1.3117 -2.5897 -4.0807 0.0 0.0 0.0
H -0.0275 -2.0514 -5.1117 0.0 0.0 0.0
H -0.3208 -3.1517 -3.7601 0.0 0.0 0.0
H 4.1234 -4.9871 -1.7764 0.0 0.0 0.0
H 2.7854 -4.0708 -2.4881 0.0 0.0 0.0
H 3.8260 -6.3529 0.1996 0.0 0.0 0.0
H 2.2882 -7.6599 1.6125 0.0 0.0 0.0
H -0.1488 -7.2279 1.5189 0.0 0.0 0.0
H -1.0218 -5.4827 -0.0083 0.0 0.0 0.0
H 0.5296 -4.1835 -1.4189 0.0 0.1 0.0
H -1.9853 -1.6451 -4.7388 0.0 0.0 0.0
H -3.8553 -0.2787 -5.4494 0.0 0.0 0.0
H -4.0127 2.0925 -4.6442 0.0 0.0 0.0
H -2.2989 2.9609 -3.0965 0.0 0.0 0.0
C 0.0964 4.2281 0.0304 0.0 -0.1 -0.1
Si 1.3921 2.8286 0.1771 -0.1 0.1 0.0
C 2.8396 3.4976 -0.8901 0.0 0.0 0.0
C 2.0500 3.1833 1.9799 0.1 0.0 -0.1
C 3.0483 4.1529 2.1371 0.0 0.0 -0.1
C 3.5631 4.5094 3.3733 0.0 0.0 0.0
C 3.0882 3.9035 4.5264 0.0 0.0 0.0
C 2.0919 2.9486 4.4099 0.0 0.0 0.0
C 1.5766 2.5837 3.1618 -0.1 -0.1 0.0
Si 0.2651 1.2845 3.1398 -0.1 0.0 -0.4
C -0.7678 1.3324 4.6988 0.1 0.0 0.0
C 0.7967 -0.4659 2.8151 -0.1 0.0 0.0
H 0.5183 5.1998 0.3018 0.1 0.0 0.0
H -0.7750 4.0573 0.6656 0.0 0.0 0.0
H -0.2490 4.2708 -1.0055 0.0 0.0 0.0
H 2.8995 4.5896 -0.9118 0.0 0.0 0.0
H 2.6923 3.1582 -1.9195 0.0 0.0 0.0
H 3.8029 3.1029 -0.5581 0.0 0.0 0.0
H 3.4449 4.6464 1.2588 0.0 0.0 0.0
H 4.3396 5.2637 3.4347 0.0 0.0 0.0
H 3.4822 4.1736 5.4987 0.0 0.0 0.0
H 1.7130 2.4837 5.3146 0.0 0.0 0.0
H -0.1859 0.9721 5.5503 0.0 0.0 0.0
H -1.6276 0.6673 4.5911 0.0 0.0 0.0
H -1.1270 2.3354 4.9288 0.0 0.0 0.0
H 0.2600 -1.1641 3.4618 0.0 0.0 0.0
H 1.8673 -0.5546 3.0082 0.0 0.0 0.0
H 0.6519 -0.7489 1.7731 0.0 0.0 0.0
O -2.0070 -1.3469 -1.1087 0.0 0.0 0.1
C -2.0877 -0.3551 -0.4461 0.0 -0.1 0.1
N -0.9889 0.3388 0.1651 0.4 0.6 -0.1
C -1.5042 1.1406 1.0585 -0.1 -0.1 -0.1
O -0.8629 1.8351 1.9406 0.0 -0.2 0.3
C -2.9876 1.2133 0.9915 0.2 -0.1 0.0
C -3.9140 1.9691 1.6776 0.0 -0.1 -0.1
C -5.2507 1.7720 1.3301 0.0 0.0 0.0
C -5.6196 0.8474 0.3573 0.0 0.0 0.0
C -4.6675 0.0762 -0.3129 0.0 0.1 0.1
C -3.3523 0.2989 0.0231 -0.1 -0.1 -0.1
H -3.6218 2.6848 2.4334 0.0 0.0 0.0
H -6.0184 2.3530 1.8258 0.0 0.0 0.0
H -6.6683 0.7266 0.1152 0.0 0.0 0.0
H -4.9406 -0.6467 -1.0691 0.0 0.0 0.0
```
Positions in Å, forces in eV/Å.

Summary:
E in Eh: -3176.4486
HOMO (spin up / spin down) in eV: -3.69 / -3.69
Lowest unoccupied orbital energy (spin up / spin down) in eV: 1.7234 / 1.7233
Strongest force on any atom in eV/A: 0.73
Energy relative to the best compared isomer or geometry (same formula, charge and spin) in eV: 0.000
Orbital gap (spin up / spin down) in eV: 5.42 / 5.42
Charge: -1

Atom charges from the Mulliken analysis, given in e for atoms 1 to 4: -0.038, -2.135, 0.776, 0.630


Below is one molecule with the formula CH4FN, with properties calculated with the ωB97M-V functional and the def2-TZVPD basis.

The geometry in XYZ format:
```
7
Properties=species:S:1:pos:R:3:forces:R:3
C -0.6462 -0.2270 0.1491 3.6 -0.3 -0.3
N 0.8745 0.4787 0.2737 -3.6 0.5 -1.9
F 1.7306 -0.3804 -0.4717 -0.2 0.1 0.0
H -0.4490 -1.0772 -0.6165 -0.9 1.6 1.3
H -0.7359 -0.5708 1.1623 -0.5 -0.6 0.2
H -1.4142 0.5392 -0.0539 0.6 -0.5 -0.3
H 0.6402 1.2374 -0.4430 1.2 -0.9 1.0
```
Positions in Å, forces in eV/Å.

Summary:
E in Eh: -195.0076
HOMO in eV: -10.43
Lowest unoccupied orbital energy in eV: 1.0847
Strongest force on any atom in eV/A: 4.13
Energy relative to the best compared isomer or geometry (same formula, charge and spin) in eV: 2.684
Orbital gap in eV: 11.51
Charge: 0
SMILES string: CNF

Atom charges from the natural (NBO) analysis, given in e for atoms 1 to 4: -0.475, -0.185, -0.288, 0.224


Below is an isolated ion of composition C4H7N2O and charge +1, with properties calculated with the ωB97M-V functional and the def2-TZVPD basis.

The geometry in XYZ format:
```
14
Properties=species:S:1:pos:R:3:forces:R:3
C 1.9537 -0.3873 -0.0213 -2.8 1.4 0.5
C 1.4112 0.9412 0.0458 0.1 -3.6 0.1
C 0.8122 -1.2264 0.0728 0.4 1.0 -1.6
C -1.7089 -0.7780 -0.0316 -0.7 1.1 -0.2
N 0.1012 0.8969 0.1970 -0.4 -3.2 -0.4
N -0.3022 -0.4621 0.1061 0.6 1.6 1.2
O -0.8004 1.8648 -0.0933 -0.6 -1.9 -1.5
H 2.9601 -0.6695 -0.2025 0.5 -0.1 0.1
H 1.7561 1.8834 -0.0767 1.9 2.6 -0.3
H 0.7360 -2.2997 -0.1864 0.0 0.8 0.8
H -2.3121 0.0672 0.2925 0.3 0.2 0.1
H -1.8904 -0.8440 -1.0842 -0.4 -0.6 -0.6
H -2.0925 -1.5970 0.5447 0.6 -0.7 0.2
H -0.6239 2.6104 0.4371 0.4 1.5 1.6
```
Positions in Å, forces in eV/Å.

Summary:
E in Eh: -341.0104
HOMO in eV: -14.70
Lowest unoccupied orbital energy in eV: -4.1443
Strongest force on any atom in eV/A: 3.60
Energy relative to the best compared isomer or geometry (same formula, charge and spin) in eV: 3.425
Orbital gap in eV: 10.56
Charge: +1
SMILES string: C[n+]1cccn1O

Atom charges from the natural (NBO) analysis, given in e for atoms 1 to 4: -0.285, 0.052, 0.066, -0.442


Below is one molecule with the formula C29H32N6O4S, with properties calculated with the ωB97M-V functional and the def2-TZVPD basis.

The geometry in XYZ format:
```
72
Properties=species:S:1:pos:R:3:forces:R:3
O 4.6787 2.0230 2.1656 0.0 -0.1 0.4
C 4.5860 2.1753 0.9675 0.3 -0.3 -0.4
N 4.1140 3.2920 0.3800 -0.2 0.4 -0.3
H 3.9716 3.3079 -0.6202 0.0 -0.1 0.1
C 3.4321 4.3345 1.1041 -0.4 0.2 -0.1
H 3.8820 5.2999 0.8549 0.0 0.0 0.1
H 3.5513 4.1356 2.1707 0.0 0.1 -0.1
C 1.9411 4.3619 0.7277 0.2 0.0 0.6
C 1.1994 3.0724 1.1037 0.0 0.2 -0.2
H 1.8997 2.2383 1.1567 0.0 0.0 0.0
C 0.2352 2.8765 -0.0631 0.1 0.1 -0.1
H -0.6814 3.4465 0.0992 -0.1 0.0 0.0
C 1.0306 3.4660 -1.2242 -0.3 -0.3 -0.2
H 1.6826 2.7040 -1.6704 -0.1 0.1 0.0
H 0.4003 3.8879 -2.0101 0.0 -0.1 0.0
O 1.8082 4.5246 -0.6801 0.3 0.1 0.0
H -0.0088 1.8318 -0.2331 -0.1 0.0 0.0
H 0.6963 3.1612 2.0639 0.0 0.0 0.1
H 1.4806 5.2358 1.2123 0.1 -0.1 0.0
C 5.0483 1.1167 -0.0277 -0.3 -0.3 0.0
H 5.8810 1.4906 -0.6224 0.0 0.0 0.0
H 5.3204 0.2036 0.4989 0.1 0.2 0.0
S 3.7130 0.6931 -1.2023 0.5 0.5 -0.2
C 3.1440 -0.7906 -0.4933 0.5 0.0 0.5
N 3.7244 -1.3188 0.5188 0.1 0.6 -0.3
C 3.2618 -2.5142 1.0150 -0.5 -0.7 0.0
C 3.8997 -3.0584 2.1318 -0.1 -0.1 0.0
C 3.4730 -4.2618 2.6498 0.0 0.1 0.0
C 2.4076 -4.9486 2.0726 -0.1 -0.1 0.0
C 1.7617 -4.4268 0.9721 0.0 0.1 -0.1
C 2.1796 -3.2115 0.4349 0.5 0.0 0.6
C 1.5453 -2.6016 -0.7024 -0.3 0.1 -0.5
N 0.5530 -3.0023 -1.3981 -0.1 -0.5 0.4
C 0.2953 -2.0110 -2.4171 -0.2 0.1 -0.1
C 1.2984 -0.8892 -2.1597 -0.1 0.2 -0.7
O 1.4821 0.1451 -2.7462 -0.2 -0.1 -0.1
N 2.0828 -1.3783 -1.1283 0.3 -0.4 0.4
C -1.1546 -1.5261 -2.3826 0.5 0.1 0.1
C -1.3509 -0.6745 -1.1381 -0.2 -0.1 -0.2
O -0.3911 -0.3178 -0.4700 0.1 -0.1 0.1
N -2.6056 -0.3102 -0.8225 -0.2 0.2 0.2
C -3.8205 -0.6726 -1.5143 -0.3 -0.3 -0.1
H -4.3686 0.2484 -1.7513 0.0 -0.1 -0.1
C -4.6987 -1.5438 -0.5946 0.0 0.1 -0.4
N -4.9922 -0.8429 0.6349 0.1 -0.3 0.2
C -6.1189 -0.0251 0.7062 -0.3 0.1 0.1
C -7.3470 -0.5032 0.2354 0.0 0.0 -0.1
C -8.4944 0.2561 0.3357 0.0 0.0 0.0
C -8.4608 1.5118 0.9193 -0.1 0.1 0.1
C -7.2585 1.9896 1.4067 -0.2 0.0 0.0
C -6.1019 1.2388 1.3013 0.2 -0.1 0.0
H -5.1847 1.6569 1.6855 0.1 0.0 0.0
H -7.2118 2.9649 1.8691 0.0 0.1 0.0
H -9.3592 2.1041 0.9978 -0.1 0.1 0.0
H -9.4269 -0.1421 -0.0369 -0.1 0.0 0.0
H -7.4117 -1.4919 -0.1931 0.0 -0.1 0.0
C -3.7661 -0.4716 1.3046 0.2 0.3 0.0
H -3.2282 -1.3980 1.5376 0.0 0.1 0.0
C -2.8653 0.3995 0.4169 0.1 0.0 0.4
H -3.3584 1.3489 0.1834 0.0 0.0 0.0
H -1.9110 0.5949 0.9062 -0.1 0.0 -0.1
H -3.9907 0.0316 2.2438 0.0 0.0 0.0
H -4.1599 -2.4655 -0.3486 0.0 0.0 -0.1
H -5.6165 -1.8031 -1.1181 0.1 0.0 0.0
H -3.6042 -1.1952 -2.4427 0.0 0.0 0.0
H -1.3585 -0.9230 -3.2695 -0.1 0.0 0.0
H -1.8050 -2.4006 -2.3658 0.0 0.1 -0.1
H 0.5000 -2.4507 -3.4014 0.0 0.1 0.0
H 0.9322 -4.9349 0.5058 -0.1 -0.1 0.0
H 2.0870 -5.8909 2.4906 0.0 -0.1 0.0
H 3.9701 -4.6774 3.5139 0.0 0.0 0.1
H 4.7197 -2.5129 2.5707 0.1 0.1 0.0
```
Positions in Å, forces in eV/Å.

Summary:
E in Eh: -2152.0468
HOMO in eV: -8.00
Lowest unoccupied orbital energy in eV: 0.1814
Strongest force on any atom in eV/A: 0.84
Energy relative to the best compared isomer or geometry (same formula, charge and spin) in eV: 0.225
Orbital gap in eV: 8.18
Charge: 0
SMILES string: O=C(CSC1=Nc2ccccc2C2=N[C@@H](CC(=O)N3CCN(c4ccccc4)CC3)C(=O)N12)NC[C@@H]1CCCO1

Atom charges from the natural (NBO) analysis, given in e for atoms 1 to 4: -0.614, 0.668, -0.619, 0.403


Below is C5H7NO as an isolated structure, with properties calculated with the ωB97M-V functional and the def2-TZVPD basis.

The geometry in XYZ format:
```
14
Properties=species:S:1:pos:R:3:forces:R:3
N 1.0802 2.1974 -0.2488 -0.1 -0.2 0.0
C 0.4720 1.1037 -0.3087 0.1 0.1 -0.2
O -0.2626 0.7052 -1.4328 0.5 0.5 0.3
C -1.0911 -0.3195 -1.0923 -0.2 -0.8 -1.6
C -0.9990 -0.6065 0.3116 -0.8 0.9 0.6
C 1.1420 -1.1100 0.8205 1.2 -0.4 0.1
C 0.3222 0.0742 0.7986 -1.2 0.0 -0.1
H 0.9468 2.7290 -1.1093 0.0 0.0 0.0
H -1.4410 -0.9301 -1.9239 0.2 0.1 0.3
H -1.9193 0.1578 -0.0176 0.3 -0.2 0.9
H -1.4493 -1.4773 0.7678 0.2 0.0 -0.1
H 1.4619 -1.5926 -0.0963 -0.1 0.1 0.1
H 1.5118 -1.4946 1.7636 -0.1 0.0 -0.2
H 0.2256 0.5633 1.7676 0.1 0.0 -0.2
```
Positions in Å, forces in eV/Å.

Summary:
E in Eh: -324.5152
HOMO (spin up / spin down) in eV: -6.39 / -7.75
Lowest unoccupied orbital energy (spin up / spin down) in eV: 0.2274 / 0.8618
Strongest force on any atom in eV/A: 1.79
Energy relative to the best compared isomer or geometry (same formula, charge and spin) in eV: 5.694
Orbital gap (spin up / spin down) in eV: 6.61 / 8.61
Charge: 0

Atom charges from the natural (NBO) analysis, given in e for atoms 1 to 4: -0.644, 0.560, -0.489, 0.016